1.
# C22H61FeN3O16PY

C22H61FeN3O16PY as an isolated structure at a distorted geometry (ωB97M-V with the def2-TZVPD basis set, the OMol25 dataset).

Values from the calculation:
calculated total energy = -3885.910112 a.u.
M = 799.5 g mol⁻¹
HOMO (spin up / spin down) = -0.49928 / -0.48444 Eh
frontier orbital gap (spin up / spin down) = 6.86 / 6.45 eV

```
! wB97M-V def2-TZVPD RIJCOSX def2/J DEFGRID3
* xyz 2 5
Fe 1.186 0.362 0.308
Y -2.742 -1.074 1.131
P -1.158 -0.082 -0.793
O -2.303 0.650 -0.076
O 0.100 0.470 -1.462
O -1.635 -1.569 -0.872
O -0.591 -0.275 0.678
C 4.447 0.760 2.500
C 3.477 -0.428 2.529
C 3.503 -1.230 3.822
O 4.861 -1.487 4.145
C 5.349 -2.695 3.548
N 2.092 0.048 2.228
H 5.458 0.364 2.558
H 4.340 1.442 3.346
H 4.288 1.403 1.634
H 3.842 -1.139 1.784
H 2.988 -2.186 3.697
H 3.113 -0.599 4.625
H 4.831 -3.515 4.050
H 6.396 -2.743 3.841
H 5.267 -2.717 2.461
H 1.373 -0.325 2.849
H 2.066 0.965 2.685
C 0.830 4.838 0.483
C 1.443 3.533 1.063
C 1.856 3.846 2.506
O 2.000 2.637 3.241
C 2.093 2.770 4.652
N 0.471 2.411 0.869
H 0.663 4.760 -0.589
H 1.533 5.657 0.656
H -0.075 5.155 1.004
H 2.231 3.385 0.323
H 1.086 4.457 2.991
H 2.750 4.445 2.704
H 2.912 3.443 4.915
H 2.339 1.796 5.073
H 1.175 3.147 5.108
H -0.228 2.750 0.223
H -0.032 2.249 1.736
C -2.147 5.108 -2.021
C -2.634 3.745 -1.597
O -1.638 3.180 -0.780
O -0.994 5.106 -2.925
H -1.746 5.712 -1.207
H -2.863 5.652 -2.634
H -2.805 3.197 -2.531
H -3.548 3.749 -0.996
H -1.715 2.211 -0.697
H -0.524 4.286 -2.717
C 1.516 2.536 -3.951
C 0.253 2.237 -4.762
O -0.329 0.964 -4.437
O 1.227 2.836 -2.575
H 2.118 3.281 -4.466
H 2.046 1.578 -4.022
H 0.414 2.288 -5.837
H -0.511 2.998 -4.575
H -0.237 0.785 -3.497
H 0.605 2.131 -2.353
C -0.955 -3.842 -3.730
C -1.783 -4.658 -2.756
O -1.460 -4.263 -1.407
O -1.497 -2.562 -3.972
H -0.911 -4.448 -4.638
H 0.046 -3.549 -3.399
H -1.511 -5.709 -2.866
H -2.862 -4.591 -2.919
H -1.657 -3.321 -1.205
H -1.531 -2.084 -3.148
C 3.575 -0.497 -1.183
C 2.421 -1.349 -1.673
O 1.610 -1.743 -0.583
O 3.057 0.736 -0.667
H 4.257 -0.344 -2.025
H 4.298 -0.967 -0.510
H 2.800 -2.173 -2.285
H 1.836 -0.794 -2.411
H 0.832 -2.237 -0.872
H 3.715 1.428 -0.790
C -4.885 0.499 -1.199
O -4.385 -0.821 -0.722
C -5.538 -1.577 -0.411
C -4.998 -2.928 -0.062
N -4.065 -2.984 1.090
C -3.543 -4.370 1.114
C -2.163 -4.420 1.861
O -1.552 -3.145 1.644
C -0.117 -3.206 1.888
H -4.402 0.870 -2.100
H -4.757 1.162 -0.347
H -5.944 0.542 -1.458
H -6.245 -1.456 -1.231
H -6.112 -1.201 0.449
H -4.387 -3.354 -0.859
H -5.792 -3.655 0.123
H -4.700 -3.236 1.848
H -3.374 -4.818 0.136
H -4.221 -5.050 1.634
H -1.539 -5.112 1.297
H -2.286 -4.562 2.935
H 0.401 -3.448 0.963
H 0.138 -3.852 2.725
H 0.104 -2.167 2.128
*
```

2.
# C33H47BrFN2O3Si3Zn

C33H47BrFN2O3Si3Zn as an isolated structure at a distorted geometry (ωB97M-V with the def2-TZVPD basis set, the OMol25 dataset).

Values from the calculation:
calculated total energy = -6942.689781 a.u.
M = 768.3 g mol⁻¹
HOMO = -0.17899 Eh
frontier orbital gap = 7.11 eV
relative energy (zero: lowest compared OMol25 entry of this formula, charge and spin) = 0.0 kcal/mol

```
! wB97M-V def2-TZVPD RIJCOSX def2/J DEFGRID3
* xyz -1 1
Zn -0.569 -0.920 -0.521
O -3.807 1.515 -1.585
C -3.758 2.627 -0.867
C -4.733 3.607 -1.062
C -4.761 4.827 -0.419
C -3.870 5.020 0.645
C -2.972 4.010 0.928
C -2.862 2.848 0.179
C -1.706 1.861 0.630
O -1.799 0.676 -0.194
N -2.054 1.477 1.978
N -1.114 1.049 2.861
C -1.461 0.219 3.742
C -0.489 -0.158 4.741
Br -0.989 -1.919 5.396
C 0.625 0.453 5.177
C 0.965 1.866 5.098
C 2.352 2.251 5.088
C 2.789 3.540 5.181
C 1.826 4.527 5.427
C 0.451 4.226 5.396
C 0.043 2.924 5.225
H -3.100 0.917 -1.233
H -5.320 3.426 -1.908
H -5.460 5.567 -0.735
H -3.855 5.967 1.185
H -2.224 4.158 1.732
H -0.642 2.251 0.761
H -2.874 0.896 2.072
H -2.466 -0.197 3.856
H 1.301 -0.196 5.749
H 3.152 1.518 5.064
H 3.861 3.713 5.145
H 2.183 5.548 5.623
H -0.246 5.009 5.704
H -1.002 2.669 5.297
C 0.582 -5.070 -2.255
O 0.348 -3.773 -1.932
Si 1.329 -2.507 -2.382
C 2.793 -2.503 -1.142
C 2.055 -2.871 -4.151
C 0.192 -1.055 -2.342
Si -1.308 -1.707 -3.278
C -2.467 -2.483 -2.030
C -2.628 -0.414 -4.084
C -1.000 -2.796 -4.756
Si 1.016 0.524 -2.618
C 2.599 0.430 -3.732
C -0.010 1.801 -3.565
C 1.651 1.323 -1.032
H 1.679 -5.439 -2.242
H 0.196 -5.361 -3.256
H -0.043 -5.667 -1.582
H 3.355 -3.446 -0.961
H 2.589 -2.093 -0.158
H 3.557 -1.828 -1.511
H 3.102 -2.563 -4.052
H 1.480 -2.244 -4.817
H 1.937 -3.929 -4.386
H -2.782 -1.737 -1.223
H -1.968 -3.208 -1.408
H -3.361 -2.915 -2.398
H -2.640 0.548 -3.560
H -3.556 -0.897 -4.219
H -2.223 -0.067 -5.090
H -0.144 -3.450 -4.649
H -1.117 -2.230 -5.671
H -1.834 -3.415 -4.832
H 2.477 -0.092 -4.709
H 3.350 -0.136 -3.189
H 2.913 1.450 -3.905
H -0.187 1.576 -4.652
H 0.377 2.842 -3.611
H -0.984 1.835 -3.119
H 2.370 0.688 -0.413
H 0.778 1.571 -0.402
H 2.146 2.257 -1.261
F 5.036 -1.997 3.246
C 3.789 -1.974 2.678
C 3.124 -3.138 2.459
C 1.812 -3.259 2.012
C 1.136 -2.054 1.760
C -0.274 -2.054 1.174
C 1.844 -0.861 1.885
C 3.155 -0.793 2.383
H 3.637 -4.096 2.677
H 1.356 -4.195 1.910
H -0.986 -1.464 1.780
H -0.616 -3.072 1.200
H 1.335 0.033 1.629
H 3.621 0.204 2.427
*
```

3.
# C2H5NOS

One molecule with the formula C2H5NOS at a distorted geometry (ωB97M-V with the def2-TZVPD basis set, the OMol25 dataset).

Values from the calculation:
calculated total energy = -607.302653 a.u.
M = 91.1 g mol⁻¹
HOMO = -0.34380 Eh
frontier orbital gap = 10.11 eV
relative energy (zero: lowest compared OMol25 entry of this formula, charge and spin) = 65.4 kcal/mol
SMILES = C/N=C/OS

```
! wB97M-V def2-TZVPD RIJCOSX def2/J DEFGRID3
* xyz 0 1
C 0.811 1.075 1.312
N -0.110 0.099 0.988
C -0.184 -0.338 -0.159
O -1.151 -1.459 -0.518
S -0.978 -2.138 -1.978
H 0.688 1.398 2.343
H 0.713 1.980 0.492
H 1.783 0.689 1.142
H 0.322 0.037 -1.075
H -1.894 -1.342 -2.548
*
```

4.
# C5H10O

One molecule with the formula C5H10O (ωB97M-V with the def2-TZVPD basis set, the OMol25 dataset).

Values from the calculation:
calculated total energy = -271.698422 a.u.
M = 86.1 g mol⁻¹
HOMO = -0.34843 Eh
frontier orbital gap = 10.54 eV
relative energy (zero: lowest compared OMol25 entry of this formula, charge and spin) = 34.0 kcal/mol
SMILES = CC[C@@H](C)C=O

```
! wB97M-V def2-TZVPD RIJCOSX def2/J DEFGRID3
* xyz 0 1
C 1.967 0.018 -0.295
C 0.874 -0.685 0.536
C -0.454 -0.408 -0.218
C -1.898 -0.222 0.479
C -0.546 1.024 -0.613
O -0.172 1.941 0.085
H 1.583 0.986 -0.598
H 2.864 0.243 0.281
H 2.241 -0.545 -1.197
H 1.114 -1.757 0.641
H 0.850 -0.267 1.546
H -0.461 -1.080 -1.095
H -1.791 -0.252 1.563
H -2.377 0.772 0.308
H -2.633 -0.928 0.100
H -1.160 1.160 -1.523
*
```